Record 1
ORCA calculation (the ωB97M-V functional and the def2-TZVPD basis) on a cluster of 16 separate species, C64H144O24 in total in a non-equilibrium geometry.

```
232
C64H144O24 (the ωB97M-V functional and the def2-TZVPD basis)
C 7.8579 -3.8088 0.5178
C 6.9696 -2.9778 -0.3397
O 6.2509 -3.8794 -1.1898
C 5.2132 -3.3734 -1.9627
C 4.4980 -4.6160 -2.5516
H 8.7746 -4.1442 0.0327
H 8.1495 -3.3589 1.4668
H 7.2768 -4.7090 0.7183
H 6.2482 -2.3597 0.1948
H 7.4847 -2.3047 -1.0250
H 4.5030 -2.8026 -1.3644
H 5.5920 -2.7939 -2.8046
H 5.0792 -5.1546 -3.3001
H 3.5959 -4.2960 -3.0730
H 4.1867 -5.2805 -1.7457
C -6.5090 5.7467 -0.8041
C -5.6293 4.5590 -0.4314
O -4.3216 5.0398 -0.0952
C -3.4990 4.2119 0.6873
C -2.1117 4.8861 0.9336
H -7.4923 5.4614 -1.1782
H -6.6500 6.4370 0.0276
H -6.0849 6.4035 -1.5637
H -6.0812 4.0570 0.4241
H -5.4151 3.8651 -1.2442
H -3.9660 4.0835 1.6638
H -3.3141 3.2073 0.3071
H -1.4079 4.4880 1.6645
H -2.2835 5.9179 1.2402
H -1.5275 4.9093 0.0136
C -5.2130 0.8207 1.3396
C -6.4452 0.4476 0.5922
O -6.8046 1.5657 -0.2305
C -7.9685 1.2737 -0.9569
C -8.4200 2.4236 -1.8095
H -4.8347 -0.0484 1.8777
H -4.4055 1.2122 0.7209
H -5.4369 1.5943 2.0741
H -6.2511 -0.3830 -0.0865
H -7.2144 0.1521 1.3057
H -7.7536 0.3866 -1.5527
H -8.7575 1.0869 -0.2285
H -9.3298 2.2013 -2.3673
H -7.6489 2.7429 -2.5106
H -8.5178 3.3072 -1.1787
C 8.0039 3.3572 0.7920
C 6.4710 3.4156 0.8146
O 6.0234 2.1099 1.0776
C 4.6581 1.8571 1.2038
C 4.3424 0.3996 0.9456
H 8.4263 2.7915 1.6224
H 8.3216 2.7895 -0.0826
H 8.2805 4.4109 0.8271
H 6.0232 4.0550 1.5753
H 6.1353 3.7367 -0.1714
H 4.3690 2.1462 2.2142
H 4.1574 2.5213 0.4993
H 5.0286 -0.2373 1.5038
H 4.4713 0.1629 -0.1105
H 3.3085 0.1192 1.1467
C 1.4662 2.9597 2.5591
C 1.6282 2.2296 3.9168
O 1.6883 3.2334 4.9648
C 1.7503 2.6777 6.2671
C 1.5727 3.8341 7.2700
H 2.2448 3.7030 2.3876
H 1.5680 2.1854 1.7986
H 0.4755 3.4128 2.5928
H 0.8390 1.4863 4.0297
H 2.5977 1.7314 3.9125
H 0.9657 1.9466 6.4619
H 2.6886 2.1578 6.4609
H 0.8529 4.5513 6.8755
H 2.5356 4.3372 7.3591
H 1.2678 3.5034 8.2628
C -0.1172 -4.6423 -3.6441
C 0.5830 -5.3201 -4.7693
O 1.7653 -4.6384 -5.1801
C 2.5329 -5.2161 -6.2218
C 3.1556 -6.5707 -5.7048
H 0.5479 -4.3183 -2.8436
H -0.5545 -3.7142 -4.0122
H -0.8960 -5.2833 -3.2311
H 0.8330 -6.2883 -4.3356
H -0.1316 -5.4494 -5.5822
H 2.0245 -5.3625 -7.1748
H 3.4219 -4.6267 -6.4466
H 2.4392 -7.3921 -5.6924
H 3.3734 -6.4462 -4.6440
H 4.0579 -6.7733 -6.2816
C 0.1158 -2.4914 7.7986
C -0.4790 -1.3354 6.9497
O -1.0271 -1.8959 5.7965
C -1.9213 -1.0154 5.0851
C -2.5395 -1.6469 3.8280
H 0.9197 -2.1565 8.4541
H -0.6104 -2.8685 8.5188
H 0.3816 -3.3149 7.1358
H -1.2495 -0.8351 7.5363
H 0.2625 -0.5443 6.8382
H -2.6724 -0.7487 5.8287
H -1.3287 -0.1447 4.8043
H -3.0121 -2.6104 4.0184
H -1.7913 -1.7003 3.0371
H -3.2417 -0.9195 3.4206
C -0.4722 -5.1084 0.3361
C 0.4683 -5.2519 1.5123
O 1.8196 -5.2296 0.9707
C 2.6662 -5.9714 1.8212
C 4.0366 -6.0470 1.2010
H -0.2824 -5.7995 -0.4851
H -1.5318 -5.2138 0.5692
H -0.3005 -4.1449 -0.1438
H 0.2793 -4.3914 2.1541
H 0.1993 -6.1633 2.0462
H 2.7589 -5.5735 2.8318
H 2.2907 -6.9792 1.9987
H 4.8050 -6.4212 1.8775
H 4.4592 -5.0851 0.9107
H 4.0951 -6.6964 0.3275
O -2.0621 -1.9553 -5.5303
C -2.7411 -0.9273 -5.6027
O -3.2814 -0.2714 -4.5036
C -2.9966 -0.7363 -3.1711
C -3.7664 0.1306 -2.1205
C -3.0323 -0.1935 -6.8789
H -1.9327 -0.6422 -2.9532
H -3.1839 -1.8079 -3.1025
H -3.8289 -0.3468 -1.1426
H -4.7862 0.3288 -2.4503
H -3.2546 1.0894 -2.0369
H -4.1154 -0.0859 -6.9365
H -2.6181 -0.7038 -7.7485
H -2.6139 0.8111 -6.8172
O 5.6938 -2.3649 3.4243
C 4.9850 -1.5993 4.1298
O 3.6494 -1.3293 3.9633
C 2.8253 -2.1231 3.1095
C 1.3923 -1.6122 3.1130
C 5.6657 -0.6955 5.1498
H 2.8072 -3.1064 3.5795
H 3.2881 -2.3086 2.1403
H 1.4209 -0.7618 2.4317
H 1.1203 -1.2875 4.1173
H 0.7153 -2.4072 2.8002
H 6.7436 -0.8472 5.2061
H 5.2657 -0.9245 6.1376
H 5.5051 0.3711 4.9928
O -0.6565 3.0017 -1.7148
C -0.8688 2.9047 -2.9282
O -1.4458 3.8224 -3.6877
C -1.8728 5.0228 -3.0851
C -2.1407 6.0421 -4.1589
C -0.4246 1.7098 -3.7776
H -1.0799 5.3955 -2.4366
H -2.7485 4.8855 -2.4508
H -1.1742 6.2361 -4.6242
H -2.6085 6.9379 -3.7505
H -2.8691 5.6688 -4.8787
H 0.0376 0.9173 -3.1889
H 0.2347 2.1540 -4.5233
H -1.2469 1.2873 -4.3551
O -1.3924 -1.4026 -0.0075
C -0.6507 -0.4214 -0.0414
O 0.5209 -0.3759 -0.6527
C 0.9290 -1.4862 -1.4199
C 1.8865 -2.3436 -0.6050
C -1.0476 0.8741 0.6295
H 1.4244 -1.1737 -2.3392
H 0.1243 -2.1480 -1.7403
H 2.2266 -3.1868 -1.2061
H 1.3389 -2.7939 0.2230
H 2.7781 -1.8133 -0.2705
H -1.9315 1.2811 0.1384
H -0.2292 1.5941 0.6261
H -1.3821 0.6220 1.6358
O -2.7424 2.1200 3.3680
C -2.8557 2.9113 4.2712
O -3.9739 3.2003 4.9779
C -5.2552 2.5655 4.7060
C -6.3205 3.1428 5.6270
C -1.6926 3.7608 4.7282
H -5.0679 1.5025 4.8572
H -5.5406 2.7149 3.6647
H -7.3128 2.8211 5.3109
H -6.3028 4.2267 5.5130
H -6.2717 2.8796 6.6836
H -0.9693 3.2240 5.3420
H -1.8811 4.6543 5.3234
H -1.0640 4.0386 3.8823
O 4.1679 -0.1233 -2.8972
C 3.2913 0.6065 -3.2725
O 2.4099 0.2710 -4.2819
C 2.4811 -1.0227 -4.8458
C 1.1787 -1.3327 -5.4581
C 3.0594 1.9956 -2.6950
H 2.6621 -1.8654 -4.1785
H 3.2513 -1.0509 -5.6167
H 1.3122 -2.2407 -6.0461
H 0.7882 -0.4729 -6.0025
H 0.3726 -1.5896 -4.7709
H 2.1635 1.9397 -2.0767
H 2.8516 2.7546 -3.4492
H 3.7844 2.3358 -1.9556
O -5.3956 -5.1721 0.7738
C -4.6511 -4.2536 0.3752
O -4.3417 -3.9992 -0.9043
C -4.8144 -4.8283 -1.9573
C -4.7263 -4.2293 -3.3117
C -4.0831 -3.3276 1.3854
H -5.8609 -5.0393 -1.7373
H -4.2226 -5.7420 -1.9028
H -5.2473 -3.2720 -3.3013
H -5.0689 -4.9601 -4.0444
H -3.6725 -4.0063 -3.4783
H -3.5302 -2.5295 0.8900
H -3.4322 -3.8876 2.0568
H -4.9057 -2.9518 1.9938
O 1.5313 6.8298 -1.3309
C 1.9501 5.6831 -1.4800
O 2.2213 5.0842 -2.6285
C 2.2460 5.7913 -3.8988
C 2.9685 5.0382 -5.0262
C 1.9601 4.6891 -0.3020
H 2.6993 6.7669 -3.7235
H 1.2285 5.9990 -4.2300
H 2.4025 4.2141 -5.4603
H 3.9488 4.6699 -4.7239
H 3.1234 5.7096 -5.8708
H 1.6732 5.2618 0.5800
H 2.9497 4.2772 -0.1040
H 1.2494 3.8772 -0.4561
```

Values from the calculation:
* HOMO energy: -9.0084 eV
* max |F|: 0.0799 Eh/bohr
* ΔE to the lowest compared entry with this formula, charge and spin: 0.0 kcal/mol
* HOMO-LUMO gap: 9.478 eV
* electronic energy: -4330.57808 Ha

Here are the Mulliken charges for atoms 1 to 2, given in e: number 1, C, carries -1.196; number 2, C, carries 0.458

---

Record 2
ORCA calculation (the ωB97M-V functional and the def2-TZVPD basis) on a cluster of 12 separate species, C64H160N12O15 in total in a non-equilibrium geometry.

```
251
C64H160N12O15 (the ωB97M-V functional and the def2-TZVPD basis)
C -5.6047 -1.6864 0.2553
C -5.4297 -1.7845 -1.2727
C -4.5619 -0.5410 -1.7686
C -4.5670 -3.0930 -1.4738
C -5.3686 -4.3939 -1.4948
C -6.6062 -4.2011 -2.3997
C -7.5428 -3.0186 -2.0195
C -8.5095 -2.7761 -3.2280
C -8.2597 -3.4194 -0.7180
N -6.7501 -1.7455 -1.9684
O -7.5490 -0.5665 -1.6800
H -4.6512 -1.2817 0.5949
H -6.4345 -1.0089 0.4564
H -5.8515 -2.5646 0.8519
H -5.0750 0.4207 -1.7728
H -3.6804 -0.4150 -1.1398
H -4.3861 -0.7306 -2.8275
H -4.0350 -3.0430 -2.4239
H -3.8050 -3.1228 -0.6950
H -4.7603 -5.2222 -1.8583
H -5.7813 -4.7119 -0.5374
H -7.1744 -5.1288 -2.3328
H -6.1831 -3.9422 -3.3703
H -9.1745 -3.6313 -3.3481
H -7.9449 -2.5787 -4.1393
H -9.1662 -1.9327 -3.0148
H -8.5685 -4.4534 -0.8714
H -9.1455 -2.7983 -0.5845
H -7.6151 -3.3604 0.1590
H -7.2514 0.1010 -2.3024
C 2.8378 -3.4704 5.7054
C 2.1270 -4.8417 6.0533
C 3.2607 -5.8791 6.4516
C 1.2758 -4.6521 7.3213
C -0.0879 -4.0412 7.1405
C -0.9138 -4.7312 6.0542
C -0.1497 -4.8819 4.6895
C -0.7541 -5.9163 3.7668
C -0.0769 -3.5225 3.9960
N 1.2429 -5.4023 5.0389
O 2.0302 -5.6996 3.9044
H 2.1983 -2.6773 5.3180
H 3.2613 -2.9794 6.5815
H 3.6105 -3.6291 4.9531
H 3.6091 -5.7348 7.4742
H 2.9562 -6.9135 6.2922
H 4.0699 -5.7012 5.7434
H 1.1577 -5.5688 7.8991
H 1.8931 -4.0593 7.9964
H -0.6332 -4.1417 8.0789
H 0.0155 -2.9704 6.9651
H -1.7733 -4.0612 6.0770
H -1.1862 -5.7452 6.3470
H -1.8440 -5.9165 3.7630
H -0.5219 -6.9183 4.1279
H -0.4254 -5.9026 2.7276
H 0.2181 -2.7172 4.6687
H -0.9618 -3.0880 3.5310
H 0.6502 -3.6427 3.1929
H 1.9400 -6.6542 3.8576
C -2.0035 -1.4524 8.7558
O -1.3514 -0.8205 7.6413
C -1.4303 0.6078 7.7020
C -0.7274 1.2019 6.4295
C 0.6022 0.5499 6.0470
N -0.5172 2.5915 6.7321
H -1.9470 -2.5311 8.6100
H -3.0242 -1.0711 8.7861
H -1.4934 -1.1593 9.6734
H -2.4482 0.9974 7.7108
H -1.0822 0.9998 8.6576
H -1.4359 1.2562 5.6030
H 1.2083 0.4593 6.9484
H 1.1636 1.1019 5.2932
H 0.2815 -0.3872 5.5919
H -1.4474 2.9100 6.9631
H -0.0621 2.6290 7.6330
C 2.6828 -2.4845 1.1821
O 3.4944 -2.7506 0.0271
C 3.9196 -1.6290 -0.6879
C 4.7569 -1.9925 -1.9285
C 4.0934 -3.1678 -2.6405
N 6.1031 -2.2435 -1.5159
H 3.0860 -1.6873 1.8067
H 2.6424 -3.3966 1.7775
H 1.7064 -2.1065 0.8790
H 3.0043 -1.1265 -1.0008
H 4.4087 -0.9834 0.0415
H 4.6144 -1.1630 -2.6211
H 4.2849 -4.0128 -1.9792
H 4.5541 -3.4115 -3.5978
H 3.0204 -3.0050 -2.7420
H 6.4690 -1.3530 -1.2106
H 6.0762 -2.7616 -0.6493
C -5.6986 3.4332 -1.8329
O -4.5944 3.2556 -0.9560
C -3.6874 4.3742 -0.8224
C -2.8406 4.5242 -2.0854
C -1.8913 3.3374 -2.2566
N -2.0132 5.7007 -2.0688
H -6.3952 4.2162 -1.5335
H -6.3238 2.5404 -1.8214
H -5.4468 3.5958 -2.8809
H -4.2697 5.2571 -0.5588
H -3.0425 4.1980 0.0385
H -3.4335 4.5334 -3.0000
H -1.3119 3.1749 -1.3478
H -1.1666 3.5651 -3.0383
H -2.4078 2.4286 -2.5655
H -1.7388 5.9613 -3.0052
H -2.6865 6.4272 -1.8709
C 7.3091 1.8876 5.6061
O 6.0605 1.3396 5.1652
C 5.0509 2.2673 4.9000
C 4.0158 1.5491 4.1258
C 4.4943 0.8067 2.8216
N 3.0239 2.5315 3.7565
H 7.2599 2.4785 6.5208
H 7.6285 2.6070 4.8520
H 8.0671 1.1044 5.6077
H 4.6513 2.6532 5.8378
H 5.3642 3.1440 4.3331
H 3.5909 0.7963 4.7898
H 3.6304 0.5995 2.1902
H 4.9706 -0.1152 3.1554
H 5.1919 1.4386 2.2720
H 2.3800 2.7972 4.4879
H 2.4317 2.3230 2.9654
C -3.7579 1.9364 2.2562
O -5.0319 1.5966 2.8051
C -6.1910 1.7191 1.9189
C -7.0373 3.0111 2.1312
C -8.3708 2.8712 1.4371
N -6.3162 4.1763 1.6400
H -2.9829 1.9042 3.0220
H -3.8067 2.9735 1.9243
H -3.5449 1.2696 1.4207
H -5.8827 1.5072 0.8951
H -6.8217 0.8678 2.1752
H -7.1775 3.0326 3.2120
H -8.2709 2.6884 0.3672
H -8.9739 3.7724 1.5476
H -8.8747 1.9645 1.7718
H -6.2562 4.1081 0.6341
H -5.3909 4.0816 2.0337
C 4.9771 5.6024 -2.5756
O 3.8743 5.3926 -3.5198
C 4.2027 4.4742 -4.5690
C 2.9676 4.3959 -5.4635
C 3.0307 3.3444 -6.5226
N 2.9133 5.5601 -6.2948
H 4.6574 6.3395 -1.8390
H 5.8658 6.0395 -3.0310
H 5.3963 4.6640 -2.2128
H 5.1164 4.5123 -5.1622
H 4.1693 3.4758 -4.1329
H 2.0328 4.2294 -4.9283
H 3.2906 2.3771 -6.0927
H 3.7691 3.4705 -7.3144
H 2.0484 3.3113 -6.9937
H 3.8746 5.5520 -6.6043
H 2.9301 6.2161 -5.5271
C 3.2064 6.0745 3.4530
O 2.1748 6.6323 4.2951
C 1.2729 5.6823 4.8772
C 0.3135 5.0773 3.8504
C -0.1880 5.9247 2.7818
N -0.8159 4.4952 4.5419
H 2.8311 5.4072 2.6772
H 3.9529 5.4367 3.9263
H 3.7323 6.8145 2.8497
H 1.7519 4.8389 5.3743
H 0.6734 6.1839 5.6369
H 0.7827 4.3011 3.2459
H -1.1932 5.6323 2.4784
H 0.5543 6.0568 1.9946
H -0.2606 6.8875 3.2875
H -1.3418 5.2637 4.9329
H -0.5907 3.8701 5.3026
C -1.8326 0.5714 -5.0836
O -1.2827 -0.5848 -4.5347
C -0.9346 -0.5788 -3.1329
C 0.0006 -1.8236 -2.7923
N -0.7596 -3.0598 -2.9468
C 0.0927 -4.1771 -2.7471
C 0.4044 -4.4588 -1.2753
O 0.7892 -5.8313 -1.1387
C 1.0877 -6.2769 0.1964
H -2.8174 0.7513 -4.6523
H -1.9882 0.4246 -6.1524
H -1.2777 1.4628 -4.7912
H -1.8419 -0.5374 -2.5303
H -0.3588 0.3119 -2.8815
H 0.4908 -1.7170 -1.8246
H 0.6660 -1.7666 -3.6537
H -1.1571 -3.0007 -3.8734
H 1.0088 -3.9413 -3.2885
H -0.3539 -5.0941 -3.1317
H -0.4549 -4.1456 -0.6824
H 1.1034 -3.7179 -0.8875
H 1.6800 -7.1909 0.1528
H 0.2266 -6.5924 0.7857
H 1.7163 -5.5722 0.7408
C 6.8409 -3.5776 -12.1142
O 5.4617 -3.1989 -12.0558
C 5.1844 -2.0597 -11.2082
C 3.6892 -1.8577 -11.0401
N 3.5334 -0.7836 -9.9998
C 2.1714 -0.3068 -9.7416
C 2.2604 0.3468 -8.3485
O 2.5503 -0.7140 -7.3921
C 2.1512 -0.3932 -6.0349
H 7.5200 -2.7994 -12.4627
H 6.9408 -4.4983 -12.6890
H 7.1989 -3.8102 -11.1113
H 5.4705 -1.1176 -11.6760
H 5.6110 -2.1877 -10.2134
H 3.1945 -2.7039 -10.5632
H 3.2058 -1.6344 -11.9912
H 3.9621 -1.1458 -9.1601
H 1.4384 -1.1029 -9.6105
H 1.7186 0.3310 -10.5007
H 1.2989 0.8052 -8.1170
H 3.0567 1.0862 -8.4336
H 1.0999 -0.1074 -6.0686
H 2.6584 0.5011 -5.6726
H 2.3066 -1.2380 -5.3639
C 2.0619 2.3758 -2.3962
O 2.9844 1.8444 -1.3817
C 3.1747 2.6980 -0.2028
C 1.8528 2.8797 0.6116
N 1.4591 1.5953 1.1585
C 0.1469 1.6441 1.7574
C -0.3966 0.2206 1.9130
O -0.8400 -0.2220 0.5889
C -1.3340 -1.5389 0.6095
H 2.1479 1.8745 -3.3603
H 2.2838 3.4164 -2.6328
H 1.0317 2.4193 -2.0431
H 3.5554 3.6505 -0.5715
H 3.9758 2.2777 0.4051
H 0.9969 3.3975 0.1785
H 2.0465 3.4092 1.5444
H 1.6289 0.8323 0.5189
H -0.6331 2.1449 1.1839
H 0.1632 2.0963 2.7491
H -1.1791 0.1833 2.6709
H 0.4037 -0.4315 2.2630
H -0.6549 -2.2699 1.0484
H -1.5509 -1.8330 -0.4174
H -2.3075 -1.6178 1.0935
```

Values from the calculation:
* HOMO energy: -8.1862 eV
* SMILES: CC1(C)CCCC(C)(C)N1O.CC1(C)CCCC(C)(C)N1O.COC[C@H](C)N.COC[C@H](C)N.COC[C@H](C)N.COC[C@H](C)N.COC[C@H](C)N.COC[C@H](C)N.COC[C@H](C)N.COCCNCCOC.COCCNCCOC.COCCNCCOC
* max |F|: 0.0675 Eh/bohr
* ΔE to the lowest compared entry with this formula, charge and spin: 0.0 kcal/mol
* HOMO-LUMO gap: 8.570 eV
* electronic energy: -4319.58451 Ha

Here are the Mulliken charges for atoms 1 to 2, given in e: number 1, C, carries -2.008; number 2, C, carries 2.645

---

Which value of max |F| does entry 1 give? 0.0799 Eh/bohr

---

Look up the max |F| of the second one. 0.0675 Eh/bohr

---

Among the records above, which one has the lowest max |F|? C64H160N12O15